{"formula": "C42H71N4NaO4PSSe", "method": "the ωB97M-V functional and the def2-TZVPD basis", "lumo_ev": 1.437, "charge": -1, "max_force_ha_per_bohr": 0.0647, "e_above_lowest_ev": 4.038, "symbols": ["Na", "C", "C", "C", "C", "C", "C", "C", "Se", "C", "C", "C", "C", "C", "C", "O", "C", "C", "C", "C", "C", "C", "C", "C", "C", "O", "C", "C", "C", "C", "C", "C", "H", "H", "H", "H", "H", "H", "H", "H", "H", "H", "H", "H", "H", "H", "H", "H", "H", "H", "H", "H", "H", "H", "H", "H", "H", "H", "H", "H", "H", "H", "H", "H", "H", "H", "H", "H", "H", "H", "H", "H", "N", "C", "C", "N", "H", "H", "H", "H", "H", "H", "H", "H", "O", "H", "H", "O", "H", "H", "C", "P", "C", "C", "C", "C", "C", "C", "C", "H", "H", "H", "H", "H", "H", "H", "H", "H", "H", "H", "S", "C", "N", "C", "C", "C", "N", "H", "H", "H", "H", "H", "H", "H", "H"], "coordinates": [[-1.239, 0.366, -0.405], [3.185, -5.366, 4.127], [3.270, -3.806, 4.087], [2.979, -3.250, 5.489], [4.651, -3.409, 3.628], [2.187, -3.277, 3.154], [2.478, -2.425, 2.078], [1.391, -2.196, 1.162], [1.580, -0.964, -0.261], [2.405, 0.564, 0.545], [3.781, 0.598, 0.455], [4.463, 1.742, 0.944], [3.612, 2.872, 1.249], [2.218, 2.940, 1.079], [1.578, 1.657, 0.808], [0.273, 1.548, 0.810], [1.521, 4.252, 1.495], [0.017, 4.318, 1.012], [2.225, 5.452, 0.919], [1.466, 4.341, 3.036], [6.000, 1.837, 1.151], [6.476, 3.004, 0.255], [6.338, 2.318, 2.604], [6.755, 0.516, 0.855], [0.090, -2.740, 1.311], [-0.806, -2.418, 0.492], [-0.156, -3.580, 2.479], [0.884, -3.792, 3.328], [-1.529, -4.260, 2.709], [-1.297, -5.796, 2.871], [-2.564, -4.026, 1.566], [-2.190, -3.764, 4.007], [4.068, -5.689, 4.673], [3.243, -5.691, 3.095], [2.257, -5.707, 4.673], [3.756, -3.480, 6.274], [2.045, -3.722, 5.877], [2.882, -2.151, 5.488], [5.441, -3.967, 4.202], [4.837, -2.373, 3.798], [4.787, -3.639, 2.562], [3.394, -1.916, 1.828], [4.327, -0.274, 0.117], [4.064, 3.771, 1.558], [-0.227, 4.271, -0.074], [-0.355, 5.367, 1.296], [-0.705, 3.637, 1.533], [2.225, 5.387, -0.194], [3.225, 5.566, 1.326], [1.665, 6.395, 1.177], [1.111, 3.386, 3.443], [0.747, 5.100, 3.352], [2.459, 4.706, 3.447], [5.907, 3.931, 0.385], [6.434, 2.701, -0.790], [7.512, 3.235, 0.573], [6.221, 3.418, 2.707], [7.429, 2.178, 2.733], [5.803, 1.889, 3.508], [6.702, 0.217, -0.229], [6.435, -0.318, 1.483], [7.827, 0.620, 1.065], [0.641, -4.314, 4.261], [-1.009, -6.187, 1.915], [-2.335, -6.227, 3.107], [-0.602, -6.085, 3.674], [-2.151, -4.392, 0.585], [-2.803, -2.992, 1.426], [-3.567, -4.454, 1.880], [-1.558, -3.954, 4.911], [-3.112, -4.348, 4.166], [-2.530, -2.713, 4.063], [-0.221, -0.124, -3.892], [0.909, 0.250, -4.597], [2.056, 0.701, -3.720], [1.660, 1.619, -2.699], [-0.821, -0.712, -4.448], [-0.610, 0.550, -3.243], [0.705, 1.047, -5.358], [1.272, -0.631, -5.189], [2.841, 1.096, -4.398], [2.506, -0.136, -3.153], [0.992, 2.297, -3.048], [2.497, 2.059, -2.310], [-3.742, 0.882, 0.046], [-3.463, 1.221, 0.931], [-3.609, 1.677, -0.523], [-1.814, 1.296, 2.184], [-0.845, 1.507, 1.974], [-1.960, 1.537, 3.097], [-7.907, -2.508, -0.907], [-6.245, -2.220, -1.559], [-6.674, -0.550, -2.138], [-6.366, -3.012, -3.249], [-5.897, -2.483, -4.472], [-5.548, -3.304, -5.562], [-5.753, -4.699, -5.459], [-6.204, -5.222, -4.256], [-6.488, -4.419, -3.180], [-7.954, -3.545, -0.501], [-8.711, -2.389, -1.684], [-8.122, -1.819, -0.057], [-7.635, -0.665, -2.634], [-5.892, -0.171, -2.802], [-6.807, 0.110, -1.288], [-5.799, -1.392, -4.627], [-5.088, -2.877, -6.427], [-5.495, -5.395, -6.292], [-6.380, -6.302, -4.139], [-6.686, -4.924, -2.175], [-1.931, 2.362, -2.194], [-1.820, 3.902, -2.947], [-0.830, 4.775, -2.756], [-0.740, 6.087, -3.444], [-1.308, 5.962, -4.879], [-2.695, 5.348, -4.810], [-2.863, 4.304, -3.738], [-0.154, 4.443, -2.066], [0.315, 6.449, -3.424], [-1.334, 6.745, -2.768], [-0.607, 5.361, -5.413], [-1.366, 6.909, -5.417], [-2.957, 4.918, -5.769], [-3.445, 6.098, -4.569], [-3.504, 3.548, -3.969]], "forces_ev_per_angstrom": [[0.544, -0.741, 0.760], [-0.283, 1.049, 0.794], [-0.786, -0.233, 0.594], [0.216, -0.290, 1.303], [0.941, -1.196, 0.141], [0.850, 0.109, -0.257], [-3.078, -0.691, -1.058], [1.705, 0.030, 1.840], [-0.170, -0.059, -0.762], [0.059, -0.979, -1.372], [1.101, 1.617, 1.491], [-1.196, 0.207, 0.070], [0.018, -1.670, -1.099], [1.156, -1.526, 0.610], [-1.294, 1.795, 0.588], [0.722, 0.160, -0.012], [-1.762, -1.234, -0.389], [-1.187, 1.460, 0.741], [-0.609, 1.262, -0.587], [0.673, 0.600, 0.092], [-1.250, 0.716, 0.526], [1.076, -0.419, 0.327], [0.297, 0.229, 0.793], [0.135, 0.263, -0.870], [0.020, 0.133, 0.525], [-0.945, 0.321, -0.947], [-0.494, 0.302, -1.310], [0.202, 0.296, 0.629], [0.126, 0.428, 0.238], [-2.224, 0.372, 0.539], [-0.171, -1.076, 0.146], [-0.222, -0.203, 1.156], [0.034, -0.455, 0.120], [-0.230, -0.506, -0.081], [0.985, 0.181, -0.870], [-0.377, -0.034, -0.833], [0.475, 0.621, -0.265], [-0.152, -0.436, -0.139], [-0.661, 0.386, -0.411], [0.096, 0.925, -0.064], [0.047, 0.093, 0.239], [0.389, -0.229, 0.422], [-0.052, -0.038, 0.026], [0.815, 0.894, 0.475], [0.697, -0.446, 0.642], [0.527, -1.071, -0.253], [1.034, 0.383, -0.571], [0.336, 0.052, 0.694], [0.202, 0.023, -0.272], [0.433, -0.801, -0.116], [0.497, 0.174, 0.112], [-0.125, 0.120, -0.110], [-0.946, -0.958, -0.296], [-0.123, -0.404, 0.070], [0.141, 0.126, -0.103], [-0.193, -0.019, -0.570], [-0.249, -0.526, -0.231], [-0.399, -0.126, 0.185], [0.459, 0.001, -1.413], [-0.246, 0.239, 1.000], [-0.332, 0.118, -0.124], [-0.102, 0.290, -0.005], [0.369, -0.142, -0.353], [0.454, -0.393, -0.389], [1.406, 0.253, -0.212], [-0.160, 0.223, -0.375], [-0.816, 0.150, 0.976], [0.300, 0.652, -0.051], [1.111, -0.333, -0.482], [-0.288, 0.181, -0.685], [0.165, 0.000, -0.012], [0.556, -0.287, -0.491], [-1.105, -1.189, 0.943], [1.644, 0.173, -1.580], [1.111, -0.869, -0.185], [-0.060, 0.807, 0.369], [-0.533, 0.385, 0.573], [-0.183, -0.267, -0.572], [0.228, -0.037, 0.181], [-0.198, 0.665, 0.374], [-0.139, -0.073, 0.122], [-0.246, -0.051, -0.568], [0.228, 0.312, 0.116], [-0.700, 0.059, 0.123], [0.444, 1.249, 0.100], [0.064, -0.542, -0.548], [-0.274, -0.726, 0.393], [0.209, 0.350, 0.021], [-0.538, -0.351, -0.382], [-0.028, -0.054, 0.255], [-1.481, -1.028, 0.468], [0.193, 0.512, -1.032], [0.304, 0.338, -0.006], [0.905, -1.266, 0.258], [-0.123, 0.411, -0.214], [-0.798, -1.083, 1.355], [0.634, 0.392, -0.709], [-0.594, -1.025, -0.322], [0.051, 0.284, 1.536], [-0.198, 0.666, -0.210], [0.718, -0.088, 0.715], [0.289, -0.425, -0.592], [0.005, 0.354, -0.374], [-0.275, 0.190, 0.128], [0.187, 0.225, 0.086], [0.097, -0.737, 0.367], [-0.003, 0.219, -0.489], [-0.224, 0.795, 0.733], [0.307, 0.464, -0.203], [0.064, 0.817, -1.476], [0.005, 1.288, -0.542], [-1.193, -0.489, -0.006], [0.602, -0.616, -0.318], [-0.202, 0.224, 1.102], [-0.085, 0.126, 1.415], [-0.534, -0.395, 0.841], [1.026, 0.132, -0.950], [-0.019, 0.499, -0.441], [-0.809, -0.462, -0.057], [0.299, 0.142, -0.902], [0.330, -0.722, -0.524], [0.033, 0.123, 0.325], [-0.088, -0.212, -0.165], [0.075, 0.318, -0.197], [0.334, 0.278, 0.243]]}